C30H42N4O4 | ωB97M-V/def2-TZVPD

```
80
C30H42N4O4, DFT ωB97M-V/def2-TZVPD
C -6.22101 -5.89384 1.02374
C -4.77853 -5.52958 0.69442
C -4.67346 -4.14059 0.06894
C -3.22712 -3.79400 -0.28289
N -3.05816 -2.38717 -0.61812
C -3.63785 -2.06317 -1.90610
C -1.66272 -1.98422 -0.55042
C -1.21271 -1.81598 0.91153
N -0.20722 -0.79156 1.06428
C 1.10965 -1.04281 0.92469
O 1.62174 -2.11897 0.69852
C 1.85382 0.26304 1.12613
C 2.97857 0.26991 2.16807
C 4.34599 0.54505 1.56300
O 5.01116 1.52255 1.82720
N 4.68336 -0.44862 0.70347
C 5.83824 -0.59280 -0.07489
C 6.90357 0.29851 -0.02424
C 8.01467 0.08531 -0.81980
C 8.09562 -1.00491 -1.67513
C 9.29425 -1.22180 -2.54830
C 7.02321 -1.88949 -1.71763
C 5.90802 -1.69071 -0.92998
C 2.41372 1.33732 3.15787
C 2.34170 2.66534 2.43405
C 1.29540 2.57751 1.62025
C 0.79128 1.16567 1.81563
O 1.04890 0.94680 3.19811
C -0.54471 0.58527 1.37149
C -1.05934 1.36540 0.15006
O -0.74591 1.07840 -0.98488
N -1.84870 2.40270 0.47522
C -2.41865 3.31026 -0.50359
C -1.91000 4.73535 -0.28198
C -2.51391 5.67908 -1.31826
C -4.03759 5.64246 -1.25467
C -4.54419 4.22008 -1.47258
C -3.94604 3.27465 -0.43483
H -6.64486 -5.17611 1.72271
H -6.83057 -5.89383 0.12268
H -6.27349 -6.88288 1.47282
H -4.36700 -6.26762 0.00197
H -4.17885 -5.56268 1.60680
H -5.29839 -4.10986 -0.82476
H -5.04919 -3.39133 0.76808
H -2.60633 -4.00135 0.59076
H -2.87862 -4.44596 -1.10410
H -3.49027 -1.00315 -2.10605
H -3.19107 -2.64055 -2.73024
H -4.70702 -2.26172 -1.88120
H -0.99504 -2.69326 -1.06449
H -1.56300 -1.01937 -1.04901
H -0.77608 -2.74277 1.29196
H -2.08138 -1.54842 1.51766
H 2.16561 0.65638 0.15601
H 3.00760 -0.69076 2.69272
H 3.99958 -1.18844 0.57887
H 6.85746 1.14907 0.63464
H 8.83685 0.78464 -0.76985
H 10.14131 -0.63724 -2.19823
H 9.07139 -0.91993 -3.57222
H 9.57409 -2.27336 -2.56471
H 7.06425 -2.74520 -2.37626
H 5.08133 -2.38604 -0.97168
H 2.86423 1.33489 4.14518
H 3.05016 3.45694 2.56353
H 0.92378 3.26850 0.89093
H -1.27282 0.61429 2.18969
H -2.04035 2.59970 1.44530
H -2.08361 2.94582 -1.47992
H -0.82071 4.75220 -0.35286
H -2.18974 5.06562 0.72204
H -2.15654 6.69499 -1.14114
H -2.18522 5.37659 -2.31453
H -4.45581 6.30563 -2.01374
H -4.36960 6.00136 -0.27774
H -5.63330 4.19688 -1.40600
H -4.26173 3.88344 -2.47203
H -4.29486 2.25471 -0.60668
H -4.26727 3.57976 0.56465
```

For the HOMO-LUMO gap, the calculation gives 8.730 eV. Its HOMO energy is -8.13 eV. The strongest force on any atom comes out at 0.75 eV/A. Its energy above the lowest of the compared OMol25 structures with the same formula, charge and spin is 2.53 kcal per mole.